(1)
Molecular formula: C19H15F3N4OS2
Method: DFT, the ωB97M-V functional and the def2-TZVPD basis

ORCA input file:
```
! RIJCOSX wB97M-V def2-TZVPD def2/J DEFGRID3
* xyz 0 1
C -1.9527 -3.1573 2.7087
C -1.4444 -2.3619 1.5070
C -2.1169 -2.2967 0.2495
C -1.6069 -1.5079 -0.8422
N -2.4677 -1.3584 -1.8993
C -3.4227 -0.2945 -2.0091
N -3.5875 0.3307 -3.1908
C -4.3051 1.4135 -3.4029
N -5.0735 1.8421 -2.3797
C -4.9981 1.2141 -1.1954
C -5.8599 1.6507 -0.1437
C -5.6752 0.9599 1.0105
S -4.4838 -0.4036 0.7434
C -4.1905 0.1606 -0.8946
C -0.2803 -0.9805 -0.7271
C 0.3573 -0.9417 0.4950
C 1.6779 -0.2644 0.6730
C 2.5900 -0.4221 1.7509
N 3.8769 0.2046 1.6594
C 3.8811 0.7811 0.4739
C 5.2409 1.4243 0.0505
C 5.9567 0.5565 -1.0137
O 6.1733 1.2627 1.2314
C 5.2236 2.9723 -0.3222
F 6.3652 3.6103 -0.0009
F 4.8977 3.1469 -1.6259
F 4.2148 3.5891 0.3563
S 2.4413 0.7843 -0.4734
C -0.2275 -1.6956 1.5185
H -1.6821 -4.1834 2.8058
H -3.0571 -3.1607 2.6720
H -1.6543 -2.6726 3.6706
H -2.9490 -2.9658 0.1512
H -1.8987 -1.4822 -2.7865
H -4.3545 1.8941 -4.3620
H -6.5470 2.5088 -0.2051
H -6.0280 1.1857 2.0297
H 0.1134 -0.3202 -1.4732
H 2.2218 -0.9393 2.6291
H 7.0497 0.9149 -1.1457
H 5.4577 0.5108 -1.9917
H 6.1286 -0.5222 -0.7723
H 5.7676 0.7290 1.9759
H 0.2277 -1.7159 2.4953
*
```

For the LUMO energy, the calculation gives -0.18 eV. The calculated total energy comes out at -2123.2307 hartree. The calculation puts the HOMO-LUMO gap at 0.307 hartree. For the energy relative to the best compared isomer or geometry (same formula, charge and spin), the calculation gives 2.0856 eV.

Results of the natural (NBO) charge analysis, in e, for atoms 1 through 5: number 1, C, carries -0.638; number 2, C, carries -0.009; number 3, C, carries -0.215; number 4, C, carries 0.151; number 5, N, carries -0.616


(2)
Molecular formula: C3H6N3
Method: DFT, the ωB97M-V functional and the def2-TZVPD basis

ORCA input file:
```
! RIJCOSX wB97M-V def2-TZVPD def2/J DEFGRID3
* xyz 1 1
C 0.9970 -0.7679 -1.2676
C 1.5526 1.5586 -0.9272
C -1.4201 0.0671 1.3051
N 1.5236 0.4609 -1.3101
N -0.0643 -0.7073 -0.3711
N -0.3944 0.2853 0.3473
H 1.4011 -1.6507 -1.5989
H 2.1160 2.5123 -0.9186
H -1.2856 -0.9593 1.9286
H -1.2482 0.8401 2.0562
H -2.5400 0.0305 1.0582
H -0.6377 -1.6697 -0.3018
*
```

For the LUMO energy, the calculation gives -5.18 eV. The calculated total energy comes out at -281.7467 hartree. The calculation puts the HOMO-LUMO gap at 0.300 hartree. For the energy relative to the best compared isomer or geometry (same formula, charge and spin), the calculation gives 4.6576 eV.

Results of the natural (NBO) charge analysis, in e, for atoms 1 through 5: number 1, C, carries -0.033; number 2, C, carries 0.375; number 3, C, carries -0.506; number 4, N, carries -0.221; number 5, N, carries -0.158


(3)
Molecular formula: C26H29KN5PS
Method: DFT, the ωB97M-V functional and the def2-TZVPD basis

ORCA input file:
```
! RIJCOSX wB97M-V def2-TZVPD def2/J DEFGRID3
* xyz 0 1
K -1.4401 -1.7147 1.0679
N -1.0252 -4.1655 -0.5151
N -1.0302 -3.4226 -1.8047
C 0.0337 -2.6476 -2.0716
N -0.1162 -1.9106 -3.2254
S 1.2773 -2.6111 -0.9933
H -0.0219 -4.3226 -0.4515
H -1.4623 -5.0437 -0.7406
H -1.9111 -3.2764 -2.2887
H -0.5334 -2.3746 -4.0391
H 0.7274 -1.4926 -3.5836
C 1.3367 1.2161 -5.4898
P 1.2481 1.7259 -3.6985
C 2.4301 0.5576 -2.8842
C 2.3309 3.2203 -3.6384
C 3.1016 3.6794 -4.7569
C 4.1664 4.6164 -4.5486
C 4.2846 5.3143 -3.2733
C 3.4402 4.8836 -2.2545
C 2.5261 3.8192 -2.3813
H 2.3807 0.9800 -5.8132
H 0.8490 2.0086 -6.0689
H 0.6204 0.3195 -5.5240
H 3.4719 0.6093 -3.2564
H 2.0540 -0.4736 -2.8396
H 2.5017 0.8643 -1.8172
H 2.8458 3.3690 -5.7426
H 4.8296 4.8754 -5.3681
H 5.1800 5.9398 -3.0716
H 3.5749 5.3279 -1.2609
H 1.9176 3.5066 -1.5215
C -0.0464 4.4439 2.8346
C -1.1485 3.5460 2.7786
C -1.0304 2.2855 2.2985
C 0.2143 1.7561 1.9739
C 0.3669 0.3581 1.8277
C 1.6010 -0.1710 1.5769
C 2.6739 0.6539 1.7187
C 2.5970 1.9986 2.0551
C 1.3437 2.5462 2.2441
C 1.1944 3.9785 2.4850
H -0.2093 5.4982 3.1261
H -2.1531 4.0241 3.1172
H -1.8813 1.6536 2.0531
H 1.8556 -1.1232 1.1349
H 3.6618 0.3045 1.4248
H 3.5037 2.5635 2.0452
H 2.0637 4.6579 2.4899
N -3.5001 -2.9510 5.1662
C -2.7105 -2.2554 4.2646
N -2.7892 -2.7608 3.0251
C -3.7647 -3.7739 3.1188
C -4.2357 -4.5459 2.1089
C -5.1135 -5.5707 2.4999
C -5.6259 -5.6686 3.7671
C -5.2419 -4.7680 4.7893
C -4.2483 -3.8766 4.4576
H -3.6139 -2.7596 6.1318
H -2.0795 -1.4613 4.6352
H -3.8838 -4.4187 1.0673
H -5.2854 -6.3777 1.7989
H -6.3489 -6.4310 4.0543
H -5.7542 -4.7327 5.7859
*
```

For the LUMO energy, the calculation gives -0.33 eV. The calculated total energy comes out at -2621.2930 hartree. The calculation puts the HOMO-LUMO gap at 0.194 hartree. For the energy relative to the best compared isomer or geometry (same formula, charge and spin), the calculation gives 1.9969 eV.

Results of the natural (NBO) charge analysis, in e, for atoms 1 through 5: number 1, K, carries 0.874; number 2, N, carries -0.663; number 3, N, carries -0.473; number 4, C, carries 0.232; number 5, N, carries -0.805


(4)
Molecular formula: C4H9O2S
Method: DFT, the ωB97M-V functional and the def2-TZVPD basis

ORCA input file:
```
! RIJCOSX wB97M-V def2-TZVPD def2/J DEFGRID3
* xyz -1 1
O 0.8259 -2.4917 0.7284
C 0.5639 -1.9048 1.7892
O 0.6525 -0.6813 2.0578
H 0.1747 -2.5294 2.6404
C 0.0144 -0.5929 -2.1558
C -0.2104 0.0432 -0.7984
S -0.3229 1.8407 -0.8689
C -0.3568 2.2298 0.8901
H 0.2569 -1.6449 -2.0110
H 0.8350 -0.1123 -2.6966
H -0.8523 -0.5014 -2.8184
H 0.6298 -0.1933 -0.1568
H -1.1103 -0.3491 -0.3288
H -1.3792 2.4595 1.1925
H -0.0130 1.3495 1.4385
H 0.2918 3.0783 1.0979
*
```

For the LUMO energy, the calculation gives 3.43 eV. The calculated total energy comes out at -706.5326 hartree. The calculation puts the HOMO-LUMO gap at 0.282 hartree. For the energy relative to the best compared isomer or geometry (same formula, charge and spin), the calculation gives 0.4193 eV.

Results of the natural (NBO) charge analysis, in e, for atoms 1 through 5: number 1, O, carries -0.782; number 2, C, carries 0.633; number 3, O, carries -0.814; number 4, H, carries -0.009; number 5, C, carries -0.613


(5)
Molecular formula: C13H27BN7O2RhSSi
Method: DFT, the ωB97M-V functional and the def2-TZVPD basis

ORCA input file:
```
! RIJCOSX wB97M-V def2-TZVPD def2/J DEFGRID3
* xyz 0 1
Rh 0.5088 -0.3736 -0.0612
B 3.1181 -0.4052 2.3210
N 1.6277 -0.1452 2.7111
C 1.2442 0.0379 3.9797
C -0.1372 0.0462 4.0394
C -0.5400 -0.1391 2.7212
N 0.5355 -0.2593 1.9374
N 3.3834 -0.2062 0.7947
C 4.6263 -0.1271 0.2999
C 4.5956 -0.4447 -1.0456
C 3.2532 -0.7164 -1.3012
N 2.5401 -0.5651 -0.1844
H 3.8021 0.3902 2.9169
H 3.3918 -1.5498 2.6033
H 1.9854 0.1399 4.7540
H -0.7592 0.1821 4.9061
H -1.5158 -0.1655 2.2706
H 5.4506 0.1065 0.9520
H 5.4214 -0.4891 -1.7329
H 2.7654 -1.0108 -2.2154
N 0.7077 1.1164 -3.8976
C 0.7323 0.8605 -2.5838
O 0.3917 -0.2567 -2.1624
C 1.2282 1.9100 -1.6390
C 0.7601 1.6065 -0.2137
H 0.3940 0.3989 -4.5294
H 0.9414 2.0231 -4.2572
H 0.9352 2.9048 -1.9870
H 2.3207 1.8589 -1.6917
H -0.1900 2.0936 0.0062
H 1.5027 1.9521 0.5058
N -1.1902 -3.3001 1.2214
C -0.9321 -3.1810 -0.0929
N -1.9924 -3.0800 -0.9150
S 0.6525 -3.1952 -0.6688
H -2.0779 -2.9893 1.5830
H -0.3981 -3.2209 1.8369
H -2.8310 -2.6540 -0.5486
H -1.7570 -2.7957 -1.8516
C -4.2534 -0.3931 -0.7291
Si -2.7129 0.6616 -0.4691
C -3.1381 1.9573 0.8260
C -2.4071 1.5710 -2.0916
O -1.5081 -0.2910 0.0074
H -5.1338 0.2210 -0.9326
H -4.4744 -0.9840 0.1657
H -4.1347 -1.0773 -1.5744
H -3.9033 2.6515 0.4696
H -2.2558 2.5418 1.1001
H -3.5162 1.4908 1.7398
H -3.3014 2.1243 -2.3903
H -2.1629 0.8728 -2.8955
H -1.5930 2.2957 -2.0071
*
```

For the LUMO energy, the calculation gives 0.42 eV. The calculated total energy comes out at -1868.6054 hartree. The calculation puts the HOMO-LUMO gap at 0.316 hartree. For the energy relative to the best compared isomer or geometry (same formula, charge and spin), the calculation gives 0.2539 eV.

Results of the natural (NBO) charge analysis, in e, for atoms 1 through 5: number 1, Rh, carries 0.969; number 2, B, carries 0.177; number 3, N, carries -0.269; number 4, C, carries -0.007; number 5, C, carries -0.346